Computed, not measured: a structure of composition C27H81AsF6O13 in a non-equilibrium geometry, with wB97M-V/def2-TZVPD.

The value obtained for the largest force on an atom is 1.51 eV Å⁻¹. The value obtained for the orbital gap is 9.058 eV. Its total charge is 0. The value obtained for the LUMO energy is -0.2151 eV.

Each line ends with the Mulliken charge.
Element x y z (Å)
1 O 2.655812 -1.206473 -2.796556  -0.2459
2 H 2.777138 -1.373455 -1.819563  0.3859
3 H 1.715864 -0.945157 -3.101730  0.1800
4 H 2.979980 -1.979646 -3.281346  0.4271
5 As -0.544229 0.277800 -0.291809  2.0939
6 F 0.944182 0.432541 -1.201604  -0.3940
7 F 0.340652 0.344702 1.211161  -0.1221
8 F -2.015204 0.171332 0.610586  -0.3784
9 F -1.432131 0.131305 -1.796794  -0.9210
10 F -0.327793 -1.452916 -0.242346  -0.3678
11 F -0.663085 2.013428 -0.306464  -0.2369
12 C 1.800874 -4.650044 0.294468  -0.8036
13 C 1.373294 -4.601076 -1.147005  -0.3833
14 O 1.283614 -3.268734 -1.655957  0.0375
15 H 1.848919 -5.682325 0.661185  0.4568
16 H 1.109064 -4.187356 1.004653  0.0311
17 H 2.786220 -4.220301 0.481601  0.1106
18 H 0.396197 -5.076256 -1.287680  0.2814
19 H 2.084621 -5.141701 -1.772833  0.3911
20 H 0.562179 -2.823490 -1.183097  -0.0705
21 C -2.139639 -3.852636 0.779790  0.2006
22 C -3.173997 -4.693279 1.499465  -0.7712
23 O -2.475474 -5.772227 2.168346  -0.5425
24 H -1.679359 -4.446744 -0.016429  0.2731
25 H -1.335288 -3.546847 1.446448  -0.0674
26 H -2.563029 -2.989881 0.259806  -0.2070
27 H -3.921756 -5.047810 0.785983  0.4367
28 H -3.705441 -4.165813 2.292297  0.2488
29 H -2.627789 -6.569991 1.653673  0.3095
30 C 1.094191 3.722778 4.456695  -1.5045
31 C 0.652487 2.863184 3.290164  0.4922
32 O 1.733328 1.996254 2.954088  -0.5172
33 H 0.248680 4.092284 5.040243  0.3892
34 H 1.592357 4.626473 4.096653  0.3031
35 H 1.768201 3.182013 5.117578  0.3368
36 H 0.440805 3.464047 2.397606  0.0212
37 H -0.257672 2.310456 3.548887  0.2093
38 H 1.453035 1.402264 2.242994  0.0607
39 C 3.648231 -0.006406 1.126535  -0.8956
40 C 3.307074 -1.467325 0.920278  0.1857
41 O 3.673851 -1.852065 -0.420135  -0.5501
42 H 2.961709 0.638482 0.576637  -0.2880
43 H 4.626478 0.240055 0.700021  0.6088
44 H 3.657965 0.272963 2.179442  0.3960
45 H 2.240167 -1.622659 1.062204  -0.4134
46 H 3.856469 -2.103017 1.619667  0.5250
47 H 4.635336 -1.831388 -0.460144  0.2806
48 C -2.802815 3.683245 1.279866  -0.2254
49 C -3.927912 3.736232 2.273568  -0.4802
50 O -4.862358 4.749548 1.913071  -0.5534
51 H -3.242102 3.605292 0.284116  0.1675
52 H -2.196726 2.801729 1.488579  -0.2066
53 H -2.110630 4.525119 1.331632  0.4056
54 H -3.544846 3.982176 3.272192  0.3537
55 H -4.375877 2.737285 2.318395  0.1887
56 H -5.552621 4.786902 2.579348  0.3017
57 C -1.797081 3.262601 -3.954563  -0.8443
58 C -1.497839 3.995414 -2.662606  0.1631
59 O -0.136249 3.844204 -2.268575  -0.4338
60 H -1.143609 3.631661 -4.751375  0.2786
61 H -2.841565 3.425463 -4.224861  0.4236
62 H -1.569550 2.195593 -3.902550  -0.0401
63 H -2.139017 3.592551 -1.871704  -0.1994
64 H -1.722437 5.059120 -2.737777  0.4033
65 H -0.100787 3.044518 -1.725009  -0.0302
66 C -4.821083 -1.604631 -1.125242  -0.9946
67 C -4.078144 -1.968214 -2.409445  0.3211
68 O -4.598302 -3.238907 -2.814209  -0.5718
69 H -4.608449 -2.332959 -0.344076  0.1547
70 H -5.898053 -1.538538 -1.267087  0.4427
71 H -4.465172 -0.614834 -0.825578  0.2060
72 H -3.003323 -2.026877 -2.223395  -0.2513
73 H -4.298995 -1.153869 -3.107912  0.5025
74 H -4.531892 -3.291308 -3.773296  0.2811
75 C -3.902411 -0.403334 3.475198  -1.2542
76 C -2.539030 -1.032161 3.586751  0.9669
77 O -2.041024 -0.803367 4.907725  -0.6574
78 H -3.768532 0.683263 3.520011  0.1307
79 H -4.546000 -0.681176 4.307912  0.4321
80 H -4.410039 -0.560446 2.521729  0.2301
81 H -1.795191 -0.594257 2.912087  -0.3070
82 H -2.530177 -2.105484 3.354538  0.0584
83 H -1.478515 -1.561429 5.123220  0.3966
84 C 2.398812 3.344323 -4.768373  -1.3134
85 C 2.045706 1.918037 -4.360699  0.9071
86 O 3.132147 1.018376 -4.618370  -0.5700
87 H 3.367445 3.583747 -4.322540  0.3002
88 H 1.672750 4.067060 -4.399645  0.2778
89 H 2.494309 3.439457 -5.849364  0.3812
90 H 1.209509 1.525376 -4.942753  0.0486
91 H 1.728066 1.878489 -3.317519  -0.4570
92 H 3.705789 1.033186 -3.845539  0.3588
93 C 1.322168 -1.765296 3.853056  0.1572
94 C 1.188901 -2.441304 5.209630  0.2192
95 C 1.414803 -1.463627 6.337782  -1.4721
96 O -0.163869 -2.943411 5.337035  -0.6005
97 H 1.127216 -2.445988 3.017175  -0.3057
98 H 2.323906 -1.362801 3.677944  0.2471
99 H 0.613151 -0.945846 3.718437  -0.1334
100 H 1.839051 -3.319549 5.219870  0.4364
101 H 1.355542 -1.954688 7.311586  0.3870
102 H 0.671331 -0.668613 6.350493  0.3123
103 H 2.427903 -1.069563 6.242720  0.3923
104 H -0.234462 -3.822227 4.955410  0.2838
105 C 3.916595 4.728583 1.056514  -1.4129
106 C 3.884317 3.581584 0.055721  1.0524
107 C 2.529224 3.394951 -0.592422  -0.6407
108 O 4.887982 3.789887 -0.943101  -0.6219
109 H 3.111513 4.650111 1.792535  0.0944
110 H 3.830200 5.699178 0.557844  0.3768
111 H 4.839672 4.788674 1.635198  0.3997
112 H 4.118291 2.674262 0.613859  -0.1680
113 H 2.435409 2.518193 -1.237608  -0.0145
114 H 2.217644 4.282719 -1.148484  0.7035
115 H 1.740423 3.186874 0.139999  -0.2544
116 H 4.525808 4.452803 -1.542044  0.3930
117 C 0.995914 -2.056729 -5.675325  -1.6929
118 C -0.187323 -1.438019 -4.963200  1.0831
119 C -1.338949 -2.398616 -4.737582  -1.2991
120 O 0.285490 -0.974696 -3.684639  0.5290
121 H 1.848466 -1.375626 -5.632159  0.3630
122 H 0.805226 -2.357526 -6.704001  0.4329
123 H 1.277770 -2.995091 -5.180455  0.2737
124 H -0.521645 -0.563593 -5.532000  0.3122
125 H -1.739834 -2.797413 -5.672124  0.4996
126 H -2.163850 -1.916744 -4.212833  0.1632
127 H -0.963104 -3.255521 -4.174121  0.2038
128 H -0.484094 -0.658869 -3.184237  -0.3841

Atomic forces in eV per Å
0.7 0.5 0.0
0.0 -0.3 0.4
-0.6 -0.3 -0.1
-0.3 0.0 0.0
-0.2 0.2 0.8
-0.1 -0.3 0.0
0.1 0.0 -0.3
0.2 -0.1 -0.5
0.1 0.1 0.1
-0.1 0.0 -0.2
-0.1 -0.4 -0.1
0.2 -0.5 1.1
-0.4 0.2 -0.1
0.0 -0.2 0.0
0.0 -0.1 -0.3
-0.2 0.3 -0.4
0.0 0.1 -0.3
0.1 -0.2 0.1
0.0 0.1 0.0
0.2 0.0 -0.1
0.0 0.0 -0.5
0.6 -0.1 0.3
-0.5 0.0 -0.4
0.0 -0.2 0.1
-0.1 0.2 0.1
0.0 0.1 0.4
0.0 -0.2 0.1
0.1 0.3 -0.1
0.1 0.0 0.1
-0.1 0.7 -0.1
0.1 -0.1 -0.3
0.2 -0.3 0.1
-0.1 -0.2 0.0
0.3 -0.2 0.0
0.0 -0.1 0.0
-0.3 0.2 0.2
0.1 -0.2 0.0
-0.1 0.2 0.2
0.2 0.3 -0.2
0.4 0.5 0.1
-0.4 -0.2 -0.2
-0.2 -0.1 0.2
0.1 -0.2 0.2
-0.1 0.1 0.0
0.0 -0.2 -0.3
-0.1 0.0 0.0
0.0 0.1 -0.1
0.2 -0.1 0.0
0.2 0.3 0.7
0.0 -0.1 -0.3
0.3 0.0 -0.1
-0.1 -0.1 -0.2
-0.3 0.2 -0.1
0.1 -0.2 0.0
-0.3 0.1 0.0
0.0 0.0 0.0
0.4 0.3 -0.4
0.0 -0.6 0.4
-0.1 0.0 -0.2
-0.2 0.2 0.0
0.0 -0.2 -0.2
-0.3 0.0 0.3
0.0 0.1 0.0
0.1 0.0 -0.1
0.1 0.3 0.0
0.7 0.4 -0.1
-1.1 0.0 1.0
0.3 0.3 -0.6
0.0 0.1 0.1
0.0 -0.1 -0.2
0.0 -0.1 0.3
0.0 0.0 0.0
0.2 -0.3 -0.4
0.0 -0.2 0.1
0.0 0.9 -0.3
0.8 -0.2 0.1
-0.2 -0.3 0.1
0.0 0.0 0.2
0.0 -0.2 0.0
0.1 -0.4 0.0
-0.4 0.1 -0.3
-0.3 0.0 0.2
0.1 0.1 0.1
0.2 -0.3 0.2
-0.2 0.2 -0.4
-0.1 -0.1 0.2
0.0 0.1 0.0
-0.1 -0.1 0.0
0.0 0.0 0.0
0.0 0.1 -0.1
0.1 0.0 0.1
0.1 0.1 -0.1
0.1 0.1 -0.6
-0.9 0.0 -0.8
0.5 -0.5 0.4
0.0 0.1 0.3
0.0 -0.2 0.2
0.0 0.0 0.2
0.0 0.1 0.3
0.3 0.2 0.4
0.0 -0.1 -0.1
0.1 0.1 -0.3
-0.1 0.3 0.0
0.0 0.0 -0.1
-0.2 0.4 0.3
-0.1 0.2 0.3
-0.8 -0.2 0.3
0.0 -0.3 0.0
-0.1 -0.1 -0.2
-0.2 -0.1 -0.1
0.1 -0.3 -0.2
0.4 -0.1 -0.3
0.6 0.1 -0.2
0.0 0.0 -0.1
0.2 0.4 0.3
0.1 0.0 0.0
0.3 -0.5 0.4
0.0 0.0 -0.4
0.1 -0.3 -0.2
-0.1 0.1 -0.1
0.0 0.1 -0.2
-0.2 0.4 -0.1
0.0 0.1 0.2
0.0 0.0 0.0
0.1 0.2 -0.1
0.1 0.0 0.1
-0.2 0.1 0.2
0.3 0.2 0.3